(1)
A single C4H8BrClO2 molecule, computed with wB97M-V/def2-TZVPD.

Positions of all 16 atoms, in Å:
C 0.72609 0.86079 -0.83523
C -0.05901 0.67940 1.45261
C -0.25716 -1.44105 -0.22715
C -0.37033 0.40951 0.03748
O 1.01707 -1.86766 0.19875
O -1.66174 0.81807 -0.15228
Cl -0.84920 -1.62921 -1.97196
Br -1.34259 -0.01935 2.80062
H 1.59821 0.39024 -0.64268
H 0.92056 1.98157 -0.85496
H 0.61483 0.58869 -1.90808
H 0.89257 0.23969 1.81250
H -0.08939 1.74079 1.62062
H -0.98275 -2.02706 0.27391
H 1.55663 -1.86416 -0.54716
H -1.71378 1.13973 -1.05698

Calculated values
- maximum force (eV/A) = 4.7
- E_HOMO (eV) = -9.5
- net charge = 0
- ΔE to the lowest compared entry with this formula, charge and spin (kcal per mole) = 9.9
- orbital gap (eV) = 10.0
- LUMO energy (eV) = 0.534
- SMILES string = C[C@](O)(CBr)[C@H](O)Cl


(2)
A single C24H26N2O5 molecule, computed with wB97M-V/def2-TZVPD.

Positions of all 57 atoms, in Å:
C -0.26349 -6.25796 0.73009
C -0.25750 -4.73848 0.79151
O -1.03094 -4.26311 -0.29250
C -1.20472 -2.92459 -0.44338
C -0.64637 -1.94671 0.37348
C -0.89027 -0.60841 0.12207
C -1.68836 -0.22140 -0.94236
C -2.24252 -1.19900 -1.76344
C -2.00988 -2.53337 -1.51476
H -2.43939 -3.30017 -2.13992
H -2.86088 -0.90343 -2.59872
N -1.89368 1.14713 -1.25933
C -3.07792 1.79056 -1.14539
O -3.28835 2.86708 -1.66842
C -4.14083 1.06910 -0.29440
C -5.17164 2.08759 0.22628
H -5.12812 2.98858 -0.38325
C -4.72633 2.34071 1.67483
H -5.47944 1.98567 2.37815
H -4.53192 3.39247 1.86929
C -3.44148 1.50794 1.79686
H -2.56445 2.12330 1.55727
H -3.30884 1.04396 2.77456
O -3.57567 0.46545 0.84811
H -6.17860 1.67642 0.18346
H -4.58993 0.27407 -0.89814
C -0.79977 1.82253 -1.94154
C 0.44932 1.83371 -1.11396
C 1.58772 1.22729 -1.51384
C 2.77681 1.24244 -0.72079
C 3.96292 0.62676 -1.11594
C 5.09290 0.67195 -0.31257
C 5.03627 1.34738 0.91143
C 3.86885 1.95961 1.31675
C 2.73108 1.91631 0.51517
N 1.55720 2.51044 0.89670
C 0.38083 2.52218 0.17801
O -0.60363 3.06853 0.64030
H 1.52925 2.99513 1.78639
H 3.83528 2.47818 2.26375
H 5.90070 1.39927 1.55356
O 6.19595 0.03700 -0.79587
C 7.37714 0.05390 -0.03120
H 8.10987 -0.50352 -0.61238
H 7.74217 1.07412 0.12487
H 7.23758 -0.43656 0.93766
H 4.01519 0.10587 -2.05857
H 1.62171 0.71186 -2.46382
H -0.60456 1.33874 -2.90592
H -1.15068 2.84707 -2.11018
H -0.47516 0.13812 0.77998
H -0.02522 -2.21297 1.21412
H -0.68940 -4.39529 1.74176
H 0.77180 -4.35987 0.71574
H -1.28310 -6.62665 0.79875
H 0.31998 -6.66428 1.55135
H 0.16250 -6.59269 -0.21168

Calculated values
- maximum force (eV/A) = 0.7
- E_HOMO (eV) = -8.1
- net charge = 0
- ΔE to the lowest compared entry with this formula, charge and spin (kcal per mole) = 35.5
- orbital gap (eV) = 8.3
- LUMO energy (eV) = 0.133
- SMILES string = CCOc1ccc(N(Cc2cc3cc(OC)ccc3[nH]c2=O)C(=O)[C@@H]2CCCO2)cc1


(3)
2 unconnected molecules or ions with the total composition C2H5BrCl2OSi, computed with wB97M-V/def2-TZVPD.

Positions of all 12 atoms, in Å:
C 1.79333 0.39696 0.47540
C 0.98833 -0.14852 -0.71665
O -0.14970 0.49647 -1.15231
Si -2.54450 -0.08858 0.17348
Cl -2.78053 0.80214 1.97055
Cl -3.42247 0.49320 -1.51250
Br -2.24804 -2.19235 0.34478
H 1.20236 0.64811 1.38683
H 2.39210 -0.50453 0.81923
H 2.27283 1.28000 0.21668
H 0.79530 -1.16318 -0.49427
H 1.70098 -0.01970 -1.51122

Calculated values
- maximum force (eV/A) = 3.6
- E_HOMO (eV) = -8.3
- net charge = 0
- orbital gap (eV) = 7.2
- LUMO energy (eV) = -1.174


(4)
A molecular structure, C7H28ClN14O11, computed with wB97M-V/def2-TZVPD.

Positions of all 61 atoms, in Å:
Cl -23.69192 17.35187 -26.78114
O -24.28572 16.49721 -25.78436
O -22.41270 16.77635 -27.10874
O -24.66150 17.36023 -27.87739
O -23.52147 18.73938 -26.33696
C -25.49137 20.15329 -24.95020
O -26.07467 20.70886 -24.08099
N -25.10027 18.88652 -24.83973
N -24.98698 20.73447 -26.00899
H -24.58404 18.51446 -25.62407
H -25.55222 18.32730 -24.13043
H -24.23280 20.28987 -26.51261
H -24.88248 21.73308 -25.89966
C -21.14646 17.78089 -29.14318
O -20.57959 18.09964 -30.19752
N -20.90711 18.23633 -27.96506
N -22.09629 16.83855 -29.17657
H -21.63229 17.93324 -27.33075
H -20.56999 19.18495 -27.88397
H -22.42264 16.41662 -30.03422
H -22.50401 16.60835 -28.28165
C -23.23118 17.90300 -23.26668
O -23.07874 18.00562 -22.08799
N -24.19243 17.17142 -23.71417
N -22.50505 18.39012 -24.30152
H -24.35392 16.86475 -24.66284
H -24.49321 16.63059 -22.91597
H -22.76572 18.29016 -25.27217
H -21.94149 19.22576 -24.23701
C -22.66514 13.83298 -25.38258
O -22.17209 14.15484 -26.38785
N -23.38311 14.62010 -24.60714
N -22.49921 12.62217 -24.82289
H -23.95499 14.28264 -23.84611
H -23.66469 15.49896 -25.01753
H -23.18148 12.28041 -24.16122
H -21.66212 12.12202 -25.08597
C -23.40713 20.72003 -28.59822
O -23.83222 21.50828 -29.50506
N -22.19065 20.33369 -28.42165
N -24.25793 20.08229 -27.80855
H -21.35978 20.74870 -28.81855
H -22.14720 19.76057 -27.59114
H -25.16760 20.48770 -27.97659
H -23.96552 19.33546 -27.19468
C -20.42404 15.10688 -27.46473
O -19.40366 14.73184 -28.03716
N -21.59425 15.12392 -28.00292
N -20.61090 15.39811 -26.22588
H -21.64661 14.70476 -28.92034
H -22.45798 15.22060 -27.48842
H -21.50577 15.70381 -25.87112
H -19.69343 15.41026 -25.80378
C -27.74959 18.17503 -27.08090
O -27.91475 17.38083 -26.20075
N -28.65680 18.85358 -27.60242
N -26.63313 18.37576 -27.61517
H -29.53170 18.93002 -27.10360
H -28.47577 19.41229 -28.42410
H -26.65028 19.17404 -28.23368
H -25.94015 17.83937 -27.11302

Calculated values
- maximum force (eV/A) = 10.7
- E_HOMO (eV) = -4.9
- net charge = -1
- ΔE to the lowest compared entry with this formula, charge and spin (kcal per mole) = 662.3
- orbital gap (eV) = 7.2
- LUMO energy (eV) = 2.253


(5)
2 unconnected molecules or ions with the total composition C3H4NO, computed with wB97M-V/def2-TZVPD.

Positions of all 9 atoms, in Å:
C 1.53860 0.22531 0.38454
C -1.16174 0.23770 -0.30423
C 0.88252 -0.71005 -0.17998
N -2.31625 0.24696 -0.02025
O -3.35577 0.16284 0.45639
H 1.57118 1.13163 1.01931
H 2.46752 -0.48272 0.42869
H -0.54635 0.79590 -0.98432
H 0.92030 -1.60755 -0.80014

Calculated values
- maximum force (eV/A) = 2.2
- E_HOMO (eV) = -15.5
- net charge = +1
- ΔE to the lowest compared entry with this formula, charge and spin (kcal per mole) = 142.1
- orbital gap (eV) = 8.5
- LUMO energy (eV) = -6.952


(6)
2 unconnected molecules or ions with the total composition CHO4, computed with wB97M-V/def2-TZVPD.

Positions of all 6 atoms, in Å:
C -0.83699 1.82465 -1.70613
O -1.63468 2.62151 -1.89251
O -0.09309 0.94491 -1.64629
O 1.02606 -1.33501 -0.53023
O 1.99154 -1.96270 -0.02609
H 2.22620 -2.91754 -0.37924

Calculated values
- maximum force (eV/A) = 3.8
- E_HOMO (spin up / spin down) (eV) = -16.3 / -16.3
- net charge = +1
- ΔE to the lowest compared entry with this formula, charge and spin (kcal per mole) = 23.1
- orbital gap (spin up / spin down) (eV) = 4.6 / 4.5
- LUMO energy (spin up / spin down) (eV) = -11.747 / -11.767


(7)
A molecular structure, C20H46DyO3P4Se, computed with wB97M-V/def2-TZVPD.

Positions of all 75 atoms, in Å:
Dy 0.10928 0.37091 -0.18593
P -1.70254 -0.67888 2.00251
P 1.03738 -2.55424 -0.23103
P -2.24235 -0.97087 -1.35763
H 0.04756 3.00959 -0.98083
C -0.87546 2.42873 -1.12322
C -1.73789 2.24222 -0.07249
H -1.52648 2.64971 0.92450
C -1.22954 -0.09977 3.67072
C -1.93582 -2.45060 2.41405
C -3.43479 -0.07661 2.02610
C 2.10676 -2.81408 -1.71096
C 2.17281 -3.14089 1.08253
C -0.03289 -4.03987 -0.37798
C -3.60878 0.18246 -1.78503
C -3.24609 -2.44631 -0.91142
C -1.68219 -1.45493 -3.03976
H -1.17698 2.28420 -2.16472
H -2.79136 2.00458 -0.20858
H -1.22115 0.99445 3.71113
H -0.22705 -0.46459 3.92160
H -1.95586 -0.48501 4.40001
H -0.95655 -2.92726 2.55006
H -2.47159 -2.97334 1.61535
H -2.50549 -2.53262 3.34948
H -3.42812 1.01678 1.94419
H -3.89613 -0.36228 2.98253
H -4.02552 -0.48044 1.19670
H 2.59751 -3.79693 -1.63274
H 2.86674 -2.02295 -1.76279
H 1.49960 -2.77767 -2.62489
H 2.56799 -4.12978 0.81675
H 1.63499 -3.20890 2.03789
H 3.00448 -2.43370 1.20908
H 0.60495 -4.93599 -0.38871
H -0.61873 -4.01243 -1.30569
H -0.71236 -4.10452 0.48169
H -4.19232 -0.22827 -2.62251
H -3.19682 1.15486 -2.07670
H -4.26275 0.32338 -0.91276
H -3.91631 -2.68830 -1.75047
H -3.85699 -2.25110 -0.02106
H -2.59741 -3.30874 -0.71562
H -2.56609 -1.54630 -3.68870
H -1.14427 -2.41277 -2.99851
H -0.99787 -0.69035 -3.44299
C 1.37190 2.32946 -3.90982
C 0.94405 3.63318 -3.62096
C 1.11845 4.67714 -4.55204
C 1.72011 4.42596 -5.79007
C 2.13882 3.12076 -6.09896
C 1.94988 2.08863 -5.16649
Se 1.20985 0.71632 -2.67414
H 1.60436 1.48229 -1.34008
H 0.46145 3.87358 -2.68302
H 0.78672 5.69280 -4.31476
H 1.87403 5.23283 -6.51167
H 2.61670 2.91203 -7.06015
H 2.26622 1.07855 -5.42857
C 2.51962 -1.20561 4.71007
O 1.76455 -0.65023 3.58015
P 2.43663 0.03688 2.22967
O 3.48209 1.08662 2.87041
C 3.37142 1.77022 4.15729
O 1.05191 1.35094 1.59230
C 0.76958 2.61343 2.23085
H 3.59406 -1.28417 4.47909
H 2.12825 -2.20767 4.92962
H 2.36702 -0.58766 5.60665
H 2.31764 1.89273 4.45980
H 3.94334 1.21779 4.91953
H 3.83242 2.75189 3.99480
H 0.05047 2.46095 3.05112
H 1.69775 3.04700 2.62055
H 0.33314 3.28277 1.47571

Calculated values
- maximum force (eV/A) = 4.0
- E_HOMO (spin up / spin down) (eV) = -16.9 / -16.9
- 2S+1 = 6
- net charge = +3
- expectation value of S² = 9.288
- orbital gap (spin up / spin down) (eV) = 5.8 / 6.8
- LUMO energy (spin up / spin down) (eV) = -11.129 / -10.085


(8)
2 unconnected molecules or ions with the total composition C3H8F2N2, computed with wB97M-V/def2-TZVPD.

Positions of all 15 atoms, in Å:
C -1.54047 -0.32227 1.24624
C 1.08060 0.58273 -0.38427
C 1.14774 -0.59550 -1.24859
N 0.22563 1.62155 -0.56263
N -0.12062 -0.45384 1.55268
F 1.62715 -0.30846 -2.53628
F 2.12293 -1.41561 -0.85767
H -1.75299 0.71547 1.00944
H -1.85208 -0.76645 0.15830
H -2.16968 -0.73711 1.92450
H 1.74413 0.77861 0.40082
H 0.11648 -1.19841 -1.52221
H -0.08119 2.12934 0.28795
H -0.56629 1.40004 -1.18400
H 0.01868 -1.43009 1.71572

Calculated values
- maximum force (eV/A) = 5.9
- E_HOMO (spin up / spin down) (eV) = -7.2 / -9.1
- net charge = 0
- ΔE to the lowest compared entry with this formula, charge and spin (kcal per mole) = 100.8
- orbital gap (spin up / spin down) (eV) = 6.9 / 9.4
- LUMO energy (spin up / spin down) (eV) = -0.271 / 0.262